Density functional theory data (wB97M-V/def2-TZVPD) for 9 unconnected molecules or ions with the total composition C40H95N13O16P4 at a distorted geometry.

Geometry as XYZ:
```
168
Properties=species:S:1:pos:R:3:forces:R:3:mulliken_charge:R:1
C -11.250510 8.207270 -26.671270 -0.2 0.2 -1.6 -0.769
C -12.412070 8.604070 -25.808040 -0.3 -0.7 -0.4 0.154
O -11.839620 8.403180 -24.513160 -0.7 0.2 1.2 0.090
C -10.646010 7.781460 -24.581830 1.8 0.5 1.5 0.587
O -9.866820 7.521550 -23.679820 -2.2 0.3 -0.7 -0.604
O -10.296050 7.618230 -25.835950 0.5 -0.4 -0.6 -0.304
H -10.843280 9.117790 -27.110830 0.4 -0.4 -0.5 0.283
H -11.530600 7.425650 -27.377470 0.0 0.5 -0.4 0.426
H -13.263550 7.970310 -26.055900 0.0 -0.4 1.0 -0.105
H -12.787990 9.607130 -26.009640 0.6 0.3 0.7 0.306
C -11.887810 5.025700 -16.040650 -1.3 0.1 0.4 -0.119
C -11.343080 6.229680 -15.374380 0.4 0.2 -0.1 -0.603
O -10.267710 6.578270 -16.285330 0.8 1.7 3.5 -0.381
C -10.549420 6.104110 -17.440290 1.3 -0.4 -3.2 0.419
O -9.982770 6.345720 -18.469270 0.4 0.7 -0.2 -0.528
O -11.505490 5.228910 -17.411920 -2.5 -2.0 0.9 0.097
H -12.955960 5.161690 -15.871390 -0.2 -1.0 -0.7 0.201
H -11.536990 4.102330 -15.579770 0.0 -0.2 -0.7 0.221
H -11.074590 5.942030 -14.357880 0.7 0.7 -0.1 0.390
H -12.080240 7.032600 -15.378410 0.3 0.2 0.1 0.292
C -12.374630 7.040810 -21.170580 2.6 0.7 0.9 0.677
C -11.682530 5.736760 -21.441810 2.0 1.9 -1.2 -0.212
O -12.640990 4.808530 -21.125670 -0.4 -1.3 0.5 0.112
C -13.821220 5.436080 -20.907730 -1.8 -4.9 -0.4 0.751
O -14.815980 4.732990 -20.722200 1.4 2.3 -0.1 -0.541
O -13.689730 6.700740 -21.049660 -3.2 1.6 0.1 -0.324
H -12.185990 7.764160 -21.963850 -0.2 0.2 0.4 -0.579
H -12.021010 7.275320 -20.166550 0.0 1.2 -0.1 0.266
H -10.781080 5.727300 -20.829100 -0.1 -0.7 0.0 -0.129
H -11.390280 5.801640 -22.489890 0.0 -1.1 -0.2 -0.061
C -16.439880 1.846900 -22.562620 1.4 -0.3 -1.2 -0.741
C -17.055170 2.622460 -21.507710 -0.6 2.1 2.3 1.017
O -18.373360 2.127430 -21.354680 -0.1 0.1 0.4 -0.334
C -18.659050 1.396780 -22.406770 -0.4 -2.1 -1.0 0.200
O -19.733850 0.880770 -22.579560 1.2 0.6 -0.5 -0.560
O -17.507400 1.187970 -23.197690 -2.3 0.0 0.6 0.060
H -15.704290 1.139200 -22.180300 0.0 -0.2 -0.3 0.224
H -15.989360 2.568800 -23.243790 0.4 -0.5 -0.3 0.273
H -17.178800 3.668750 -21.787150 0.3 0.1 0.2 -0.200
H -16.550680 2.544250 -20.544660 0.0 0.2 -0.1 -0.352
C -10.953060 3.727880 -25.842530 -0.9 -0.4 -1.1 -0.657
C -12.229180 3.009230 -25.365320 0.8 -0.7 0.0 -2.240
C -12.833160 3.611900 -24.128750 0.3 -0.3 0.8 4.490
C -13.308280 4.942600 -24.354210 -0.2 0.7 -0.1 -1.782
N -13.631500 6.035050 -24.497670 -0.2 0.3 0.0 0.355
H -10.611580 3.167120 -26.712610 0.2 0.0 -0.2 0.536
H -10.112780 3.702890 -25.148700 -0.3 0.3 0.3 0.104
H -11.185620 4.723530 -26.220300 0.3 0.2 0.3 0.192
H -11.912570 1.984950 -25.168550 -0.1 -0.2 0.5 0.276
H -13.018350 2.858700 -26.101960 0.2 0.5 -0.4 0.474
H -12.099860 3.710670 -23.328360 0.2 -0.1 0.0 -1.143
H -13.634920 3.025000 -23.680620 -0.2 -0.3 -0.2 -0.266
O -18.397680 10.334080 -22.747980 0.7 -0.7 -1.5 -0.928
P -17.845810 9.354320 -23.745590 0.0 -0.3 -0.3 0.215
N -17.151770 10.037620 -25.159280 0.8 1.2 0.4 0.637
C -17.701310 11.326490 -25.660910 -0.4 -0.5 0.7 -1.218
C -16.775980 9.160460 -26.271820 -0.2 0.6 -0.4 -1.217
N -19.051590 8.379880 -24.434840 -0.8 -0.6 -0.3 0.338
C -20.453030 8.914580 -24.642970 0.7 -0.8 0.9 -1.079
C -18.791970 7.017840 -24.927800 1.1 0.0 0.1 -1.354
N -16.609660 8.305570 -23.166820 -0.8 0.5 -2.0 0.839
C -15.298480 8.904800 -22.861730 -0.1 -0.5 -1.2 -0.415
C -17.010470 7.264100 -22.213970 -0.5 1.2 0.5 -0.875
H -18.593570 11.112810 -26.249400 -0.3 0.2 -0.1 0.420
H -17.053030 11.944060 -26.282570 0.6 -0.6 -0.2 0.339
H -17.957070 12.007620 -24.849270 -0.2 -0.4 0.3 0.315
H -16.421430 9.771280 -27.102050 0.5 0.4 0.2 0.476
H -17.637410 8.700640 -26.756180 -0.3 -0.6 0.4 0.294
H -15.990480 8.434620 -26.061430 -0.3 -0.1 0.4 0.172
H -20.877900 9.075980 -23.652250 0.0 0.7 -0.1 0.318
H -20.559600 9.761780 -25.320470 0.5 0.4 0.3 0.267
H -21.143560 8.191360 -25.076830 0.6 -0.6 -0.1 0.402
H -19.073970 6.230500 -24.228750 -0.8 0.0 -0.1 0.415
H -19.113580 6.810150 -25.948350 -0.8 0.3 0.1 0.464
H -17.727780 6.806100 -25.031510 0.3 0.5 0.2 0.359
H -15.343450 9.669780 -22.086570 0.2 -0.3 0.4 0.274
H -14.586540 8.091090 -22.723420 -0.2 0.0 0.8 -0.302
H -14.840330 9.346510 -23.746660 -0.5 0.5 -0.3 0.009
H -17.976240 6.805220 -22.425700 0.0 0.3 -0.3 0.383
H -17.137150 7.889490 -21.330270 0.0 -1.0 1.0 0.365
H -16.300740 6.444960 -22.098280 0.3 0.4 0.0 -0.095
O -6.302000 1.702130 -20.443700 -2.0 -0.6 -1.4 -0.928
P -7.522030 1.270520 -21.240420 -0.4 0.2 0.9 0.277
N -8.087500 -0.368420 -20.970400 0.3 0.3 -1.5 0.315
C -8.610190 -0.551850 -19.668330 -0.4 0.8 1.4 -0.538
C -7.287240 -1.596240 -21.331020 -0.1 1.8 -0.3 -1.023
N -7.313580 1.297710 -22.879680 -1.8 -1.2 -1.8 0.745
C -8.231670 0.619490 -23.908740 1.1 0.1 1.4 -1.597
C -6.120010 1.833040 -23.455100 0.8 0.5 -0.2 -1.244
N -8.889440 2.303210 -20.890530 -0.4 -3.2 0.1 0.612
C -8.714270 3.715020 -20.586070 1.3 -1.4 -0.5 -0.713
C -10.248860 2.000190 -21.470670 1.4 -0.2 0.0 -1.029
H -7.875380 -0.155080 -18.967810 0.1 -0.5 0.8 0.322
H -8.834660 -1.603300 -19.489010 0.0 0.1 0.2 0.491
H -9.497000 0.060370 -19.504460 -0.3 -0.2 -0.1 -0.469
H -7.812890 -2.521270 -21.094150 -0.5 0.3 -0.1 0.393
H -6.385290 -1.624780 -20.719660 0.4 0.0 -0.3 0.364
H -7.112390 -1.557380 -22.406200 0.5 -0.2 0.2 0.224
H -7.767060 -0.302850 -24.257350 0.3 -0.1 0.0 0.448
H -9.178520 0.305670 -23.469320 0.0 0.4 -0.1 0.326
H -8.329820 1.248870 -24.793240 -0.3 0.2 0.3 0.474
H -6.021230 2.885210 -23.188110 0.7 -0.1 0.6 0.278
H -5.295460 1.169400 -23.194690 0.6 0.6 0.1 0.331
H -6.106500 1.913430 -24.542040 -0.7 -0.5 -0.2 0.408
H -8.557710 4.144320 -21.575660 -0.8 1.3 0.2 0.370
H -9.545980 3.982000 -19.934090 0.1 0.8 -0.4 -0.131
H -7.754250 3.818200 -20.080280 -0.1 0.2 0.3 0.434
H -10.281880 2.107600 -22.554860 0.1 0.5 -0.3 0.135
H -10.990430 2.666210 -21.029560 0.0 -0.1 0.1 -0.083
H -10.550980 0.959860 -21.350100 0.1 -0.1 0.5 0.293
O -13.112460 2.254600 -15.413210 0.2 -1.5 -0.5 -0.973
P -12.698310 1.200450 -16.393480 -0.6 -1.2 -2.9 0.270
N -13.158130 -0.476210 -16.048440 0.8 3.0 1.1 0.319
C -14.388920 -0.715410 -15.278400 0.7 0.2 -1.0 -1.023
C -12.704420 -1.574470 -16.829720 0.6 -0.7 -0.4 -0.976
N -11.042770 1.103420 -16.802800 -1.4 0.8 -1.3 1.241
C -10.226490 0.465440 -15.861460 1.3 -0.1 1.3 -1.404
C -10.343740 2.059050 -17.741470 -0.8 -0.6 0.6 -1.489
N -13.400080 1.423530 -17.946540 -0.2 0.9 1.8 0.509
C -14.239930 2.620470 -18.177370 0.8 0.1 0.2 -0.647
C -13.200800 0.494250 -19.066450 -0.1 0.5 1.3 -1.388
H -14.258370 -1.700910 -14.831350 -0.3 0.2 0.6 0.334
H -15.252300 -0.766590 -15.941760 -0.2 -0.1 -0.2 0.323
H -14.563570 0.117200 -14.596950 0.2 -0.3 0.3 0.229
H -13.443530 -1.894170 -17.564300 -0.1 -0.2 -0.1 0.383
H -12.441870 -2.429800 -16.207160 -0.3 -0.2 0.3 0.333
H -11.770770 -1.392890 -17.362100 -0.1 0.5 0.0 0.142
H -9.480070 1.146210 -15.452190 0.3 0.3 0.1 0.398
H -10.813980 0.179650 -14.988950 0.1 -0.6 -0.1 0.439
H -9.662430 -0.353420 -16.308010 -0.1 -0.4 0.2 0.209
H -9.403410 1.719330 -18.175610 -0.1 -0.9 0.4 0.534
H -10.985510 2.229720 -18.605830 -0.1 0.5 0.3 0.208
H -10.045210 2.954320 -17.196060 -0.4 0.4 -0.1 0.246
H -13.621020 3.419810 -18.584930 -0.1 0.1 -0.4 0.302
H -15.077460 2.444660 -18.852450 0.1 -0.2 0.0 -0.069
H -14.622670 3.034500 -17.244530 -0.1 -0.4 0.1 0.285
H -13.326260 1.104800 -19.960650 0.3 -0.5 -0.3 0.894
H -13.898420 -0.341430 -19.011100 -0.4 0.2 -0.4 0.051
H -12.231110 0.012320 -18.941800 0.3 0.4 -0.6 0.092
O -12.075750 13.672870 -23.507680 -1.4 0.5 0.7 -0.864
P -13.207070 13.699730 -22.529340 -1.3 -0.9 1.0 0.311
N -14.775350 13.578730 -23.212770 1.8 1.4 -1.8 0.358
C -14.823900 13.451960 -24.677860 -0.2 0.3 0.3 -0.927
C -15.964940 13.090420 -22.586890 0.4 -0.7 0.7 -0.960
N -13.428870 15.059650 -21.466900 0.2 -1.9 0.5 0.279
C -13.818730 16.347920 -22.014140 0.2 -0.3 -1.3 -1.019
C -12.562120 15.175850 -20.285250 0.0 0.2 -0.6 -1.054
N -13.110140 12.296690 -21.551620 0.9 1.8 1.0 0.385
C -12.447070 11.140080 -22.165750 -1.2 0.6 -0.6 -0.806
C -13.998790 11.949780 -20.440420 0.3 0.2 -0.7 -1.260
H -14.596050 12.465980 -25.082850 0.4 -0.3 0.2 0.163
H -14.170710 14.204770 -25.119110 -0.1 -0.2 -0.2 0.322
H -15.856140 13.601300 -24.994550 0.0 0.5 0.0 0.394
H -15.882710 12.003550 -22.595540 -0.8 -0.3 0.2 0.224
H -16.855970 13.393370 -23.136790 0.1 0.1 0.0 0.438
H -16.042490 13.438670 -21.556940 -0.1 0.0 0.0 0.286
H -13.032490 16.687450 -22.688410 0.1 0.3 -0.2 0.356
H -14.726960 16.225830 -22.604320 0.0 0.1 0.0 0.269
H -13.962140 17.162260 -21.303930 -0.1 -0.5 0.5 0.349
H -13.052620 15.877510 -19.610570 0.1 -0.1 0.2 0.376
H -12.387680 14.220370 -19.790550 -0.2 0.0 -0.1 0.329
H -11.592560 15.590800 -20.560660 0.3 0.1 0.1 0.326
H -12.765800 10.232660 -21.652800 0.3 0.1 0.2 0.182
H -12.947480 11.110320 -23.133640 0.8 -0.7 -0.6 0.174
H -11.363540 11.227450 -22.245890 -0.2 0.0 0.0 0.274
H -14.736770 11.272050 -20.869560 -0.4 -0.1 0.7 0.352
H -14.470020 12.831660 -20.006440 -0.1 0.0 -0.1 0.379
H -13.436970 11.444790 -19.654640 0.0 -0.1 0.0 0.347
```
Positions in Å, forces in eV/Å.

Output
Frontier orbital gap (spin up / spin down) (eV): 1.655 / 8.321
Highest occupied orbital energy (spin up / spin down) (hartree): 0.0082 / -0.2385
Multiplicity: 2
Charge: -1